(1)
Formula: C11H13N2O2
Source: the Open Molecules 2025 dataset
Level of theory: ωB97M-V/def2-TZVPD

Last column: natural (NBO) charge in e.
Positions of all 28 atoms, in Å:
C1 -3.78 -1.57 1.38  -0.1370
C2 -3.83 -1.06 0.07  -0.2037
C3 -2.62 -1.59 2.14  -0.2164
C4 -2.65 -0.66 -0.51  -0.1139
C5 -1.50 -0.98 1.55  -0.1567
C6 -1.43 -0.63 0.19  -0.1975
C7 -0.23 -0.19 -0.47  0.2203
C8 0.17 0.77 -1.50  0.1155
C9 2.14 -0.28 -0.74  -0.2474
C10 1.68 0.87 -1.59  -0.2937
C11 2.28 2.24 -1.00  -0.5971
N1 -0.64 1.58 -2.33  0.4800
N2 1.04 -0.66 0.15  -0.5289
O1 -1.86 1.37 -2.41  -0.3367
O2 -0.04 2.48 -2.90  -0.3445
H1 -4.68 -1.91 1.92  0.2381
H2 -4.71 -1.09 -0.65  0.2547
H3 -2.66 -1.82 3.20  0.2470
H4 -2.59 -0.65 -1.56  0.2374
H5 -0.54 -0.95 2.16  0.1874
H6 2.48 -1.26 -1.20  0.2515
H7 3.17 0.10 -0.24  0.2635
H8 1.78 0.83 -2.69  0.2736
H9 2.06 2.23 0.17  0.1998
H10 1.65 2.92 -1.58  0.2589
H11 3.37 2.20 -1.30  0.2403
H12 1.16 -0.15 0.99  0.4414
H13 0.88 -1.68 0.33  0.4641

Values from the calculation:
- Charge: +1
- ΔE to the lowest compared entry with this formula, charge and spin: 4.264 eV
- Molar mass: 205.2 u
- E_HOMO: -12.81 eV
- SMILES string: C[C@H]1C[NH2+]C(c2ccccc2)=C1[N+](=O)[O-]
- LUMO level: -5.166 eV

=====

(2)
Formula: C11H13N2OS
Source: the Open Molecules 2025 dataset
Level of theory: ωB97M-V/def2-TZVPD

Last column: Mulliken spin population.
Positions of all 28 atoms, in Å:
C1 3.69 -0.64 -0.78  0.0225
C2 3.63 0.72 -0.66  -0.0031
C3 2.64 -1.48 -0.40  -0.0080
C4 2.47 1.31 -0.26  0.0757
C5 1.43 -0.94 0.11  0.0579
C6 1.31 0.41 0.12  -0.0113
C7 -2.02 0.50 -0.25  0.2224
C8 0.38 -1.92 0.63  -0.0148
C9 -0.61 -1.17 1.40  0.8431
C10 0.18 1.14 0.59  0.5399
C11 -4.25 -0.14 -0.95  0.0002
N1 -1.00 1.39 -0.01  -0.0215
N2 -3.13 0.82 -0.91  0.0790
O1 0.25 2.03 1.64  0.0865
S1 -2.21 -0.99 0.69  0.0655
H1 4.64 -1.07 -1.08  0.0013
H2 4.44 1.29 -0.86  0.0017
H3 2.82 -2.52 -0.54  -0.0005
H4 2.45 2.41 -0.16  0.0053
H5 -0.12 -2.40 -0.15  0.0056
H6 0.79 -2.62 1.47  0.0231
H7 -0.67 -1.19 2.47  0.0036
H8 -4.59 -0.09 -1.96  0.0031
H9 -5.03 0.11 -0.24  0.0051
H10 -3.85 -1.17 -0.78  -0.0003
H11 -1.30 2.39 0.19  0.0138
H12 -3.49 1.64 -1.21  0.0013
H13 1.16 2.17 1.89  0.0029

Values from the calculation:
- Charge: +1
- Spin multiplicity: 3
- ΔE to the lowest compared entry with this formula, charge and spin: 0.000 eV
- Molar mass: 221.3 u
- ⟨S²⟩: 2.02
- E_HOMO (alpha / beta): -9.87 / -12.51 eV
- LUMO level (alpha / beta): -3.339 / -4.911 eV

=====

(3)
Formula: C11H13N2P
Source: the Open Molecules 2025 dataset
Level of theory: ωB97M-V/def2-TZVPD

Last column: Mulliken spin population.
Positions of all 27 atoms, in Å:
C1 -2.78 -2.45 0.15  -0.0206
C2 4.09 -0.68 0.22  0.0420
C3 -2.64 -1.46 1.14  0.0812
C4 3.31 0.42 0.57  -0.0125
C5 -2.17 -1.99 -0.96  0.0944
C6 3.24 -1.74 -0.01  -0.0133
C7 -1.91 -0.45 0.63  -0.0223
C8 1.96 0.00 0.61  0.9809
C9 -2.02 2.29 -0.84  0.0973
C10 -1.03 2.11 0.07  -0.0113
C11 0.27 2.82 0.02  0.0196
N1 -1.64 -0.75 -0.70  0.0112
N2 1.97 -1.32 0.23  -0.0346
P1 -1.25 0.97 1.48  0.7644
H1 -3.27 -3.47 0.09  0.0039
H2 5.14 -0.60 0.17  0.0101
H3 -3.04 -1.56 2.06  0.0027
H4 3.58 1.35 0.81  0.0057
H5 -2.08 -2.55 -1.94  0.0035
H6 3.55 -2.65 -0.35  -0.0047
H7 -2.99 1.84 -0.70  -0.0067
H8 -2.00 2.81 -1.76  0.0116
H9 0.20 3.63 -0.86  0.0036
H10 1.03 2.16 -0.08  0.0072
H11 0.63 3.41 0.96  -0.0025
H12 -1.43 -0.16 -1.46  -0.0024
H13 1.28 -1.98 0.45  -0.0084

Values from the calculation:
- Spin multiplicity: 3
- Molar mass: 204.2 u
- ⟨S²⟩: 2.03
- E_HOMO (alpha / beta): -7.04 / -8.11 eV
- LUMO level (alpha / beta): 0.809 / -1.732 eV

=====

(4)
Formula: C11H13N3O
Source: the Open Molecules 2025 dataset
Level of theory: ωB97M-V/def2-TZVPD

Last column: natural (NBO) charge in e.
Positions of all 28 atoms, in Å:
C1 -2.63 0.34 -0.51  -0.2645
C2 -2.14 1.02 0.60  -0.2050
C3 -1.74 0.16 -1.54  -0.1885
C4 -0.77 1.34 0.81  -0.2701
C5 -0.37 0.47 -1.46  -0.2387
C6 0.15 1.13 -0.31  -0.1307
C7 -0.40 -2.89 -0.13  -0.3630
C8 -0.64 -2.16 0.97  0.0669
C9 0.70 -2.27 -0.91  0.0087
C10 2.03 2.30 0.93  -0.7018
C11 1.56 1.48 -0.19  0.4392
N1 1.62 -1.49 -0.40  -0.2710
N2 0.24 -1.22 1.49  -0.4577
N3 1.51 -0.99 0.76  -0.0973
O1 2.36 1.17 -1.19  -0.6748
H1 -3.68 0.06 -0.72  0.2241
H2 -2.61 0.82 1.65  0.2062
H3 -2.18 -0.30 -2.40  0.2082
H4 -0.37 1.83 1.63  0.2137
H5 0.24 0.54 -2.36  0.2178
H6 -1.00 -3.73 -0.35  0.2362
H7 -1.49 -2.26 1.77  0.2123
H8 0.83 -2.66 -1.97  0.2021
H9 1.94 1.56 1.63  0.2467
H10 3.12 2.51 0.87  0.2404
H11 1.50 3.26 1.03  0.2334
H12 -0.10 -0.38 1.87  0.4028
H13 2.31 0.33 -1.56  0.5044

Values from the calculation:
- ΔE to the lowest compared entry with this formula, charge and spin: 6.115 eV
- Molar mass: 203.2 u
- E_HOMO (alpha / beta): -7.01 / -6.35 eV
- LUMO level (alpha / beta): 0.185 / -0.102 eV